Entry A
Formula: C3H5NOS
Source: OMol25
Level of theory: the ωB97M-V functional and the def2-TZVPD basis

Output
SMILES string: S=C1CCON1
Spin multiplicity: 1
Net charge: 0
E_HOMO: -8.48 eV
HOMO-LUMO gap: 9.165 eV

Last column: Mulliken charge in e.
CARTESIAN COORDINATES (ANGSTROEM)
C  -0.63  -0.62  -0.56  0.15
C  0.86  -0.57  -0.22  -0.39
C  0.71  0.61  0.83  -0.23
H  1.40  -0.36  -1.19  0.24
H  1.17  -1.63  0.14  0.27
H  1.55  1.25  1.10  0.32
H  -0.08  0.22  1.77  0.19
H  -2.12  0.84  -0.52  0.31
N  -1.18  0.52  -0.18  -0.17
O  -0.13  1.45  0.14  -0.29
S  -1.56  -1.72  -1.30  -0.40



Entry B
Formula: C3H5NOS
Source: OMol25
Level of theory: the ωB97M-V functional and the def2-TZVPD basis

Output
Spin multiplicity: 1
Net charge: 0
E_HOMO: -8.04 eV
HOMO-LUMO gap: 8.403 eV

Last column: Mulliken charge in e.
CARTESIAN COORDINATES (ANGSTROEM)
C  0.73  -0.22  0.47  -0.11
C  0.79  -2.61  -0.09  -0.30
C  0.20  1.03  -0.15  -0.75
N  0.90  -1.40  0.07  -0.01
O  -2.22  0.38  0.71  -0.55
S  -1.66  0.87  -0.57  0.32
H  1.04  -0.18  1.51  0.32
H  1.48  -3.18  -0.58  0.25
H  0.18  1.98  0.35  0.43
H  0.43  1.10  -1.23  0.27
H  -1.88  2.23  -0.50  0.13



Here is how they stack up, most stable first: entry A, entry B.



Entry A
Formula: C3H5NOS
Source: OMol25
Level of theory: the ωB97M-V functional and the def2-TZVPD basis

Output
Spin multiplicity: 1
Net charge: 0
E_HOMO (spin up / spin down): -8.63 / -8.63 eV
HOMO-LUMO gap (spin up / spin down): 6.799 / 6.795 eV

Last column: Mulliken charge in e.
CARTESIAN COORDINATES (ANGSTROEM)
C  0.60  -0.48  -0.41  0.51
C  1.52  0.59  0.32  -0.47
C  0.71  0.78  -0.93  -0.59
N  -2.26  -0.96  0.09  -0.49
O  0.10  -1.57  -0.27  -0.67
S  -2.00  0.60  -0.08  0.03
H  1.15  0.96  1.22  0.27
H  2.48  0.27  0.18  0.28
H  0.33  1.57  -1.50  0.39
H  -1.73  -1.30  0.91  0.34
H  -1.82  -1.56  -0.71  0.39



Entry B
Formula: C3H5NOS
Source: OMol25
Level of theory: the ωB97M-V functional and the def2-TZVPD basis

Output
Spin multiplicity: 1
Net charge: 0
E_HOMO (spin up / spin down): -8.67 / -8.05 eV
HOMO-LUMO gap (spin up / spin down): 8.253 / 7.836 eV

Last column: Mulliken charge in e.
CARTESIAN COORDINATES (ANGSTROEM)
C  -0.89  -0.18  -0.94  -0.14
C  -1.42  0.96  -0.94  -0.40
C  0.59  -0.49  -0.43  -0.39
N  0.84  0.64  1.79  -0.54
O  1.50  0.55  -0.55  -0.34
S  1.54  1.56  0.73  0.28
H  -1.53  -1.11  -1.04  0.25
H  -1.05  1.93  -0.67  0.27
H  0.42  -0.66  0.67  0.42
H  1.02  -1.38  -0.92  0.34
H  0.64  1.14  2.66  0.25



Entry C
Formula: C3H5NOS
Source: OMol25
Level of theory: the ωB97M-V functional and the def2-TZVPD basis

Output
SMILES string: C/C=N/SC=O
Spin multiplicity: 1
Net charge: 0
E_HOMO: -9.30 eV
HOMO-LUMO gap: 10.055 eV

Last column: Mulliken charge in e.
CARTESIAN COORDINATES (ANGSTROEM)
C  2.74  0.31  -0.04  -0.87
C  1.26  0.07  0.30  0.28
C  -1.70  0.63  0.01  0.06
H  3.05  -0.44  -0.86  0.26
H  3.32  0.18  0.90  0.29
H  2.82  1.34  -0.45  0.25
H  0.86  0.70  1.16  0.32
H  -2.77  0.64  0.13  0.34
N  0.61  -0.80  -0.34  -0.47
O  -1.08  1.65  -0.14  -0.44
S  -1.04  -1.00  0.06  -0.02



Here is how they stack up, most stable first: entry C, entry A, entry B.



Entry A
Formula: C3H6
Source: OMol25
Level of theory: the ωB97M-V functional and the def2-TZVPD basis

Output
SMILES string: C=CC
Spin multiplicity: 1
Net charge: 0
E_HOMO: -9.63 eV
HOMO-LUMO gap: 10.921 eV

Last column: Mulliken charge in e.
CARTESIAN COORDINATES (ANGSTROEM)
C  1.25  -0.17  0.01  -0.90
C  -0.14  0.43  -0.04  0.07
C  -1.31  -0.21  0.01  -0.66
H  1.47  -0.58  1.02  0.24
H  1.40  -0.97  -0.68  0.31
H  1.97  0.67  -0.28  0.26
H  -0.09  1.57  0.06  0.20
H  -1.28  -1.29  -0.11  0.23
H  -2.31  0.27  0.08  0.24



Entry B
Formula: C3H6
Source: OMol25
Level of theory: the ωB97M-V functional and the def2-TZVPD basis

Output
SMILES string: C=CC
Spin multiplicity: 1
Net charge: 0
E_HOMO: -9.83 eV
HOMO-LUMO gap: 11.117 eV

Last column: Mulliken charge in e.
CARTESIAN COORDINATES (ANGSTROEM)
C  0.73  -0.82  -0.99  -0.59
C  0.56  -0.33  0.24  -0.08
C  -0.67  0.72  0.51  -0.94
H  1.46  -1.61  -1.24  0.24
H  0.02  -0.50  -1.73  0.26
H  1.00  -0.60  1.19  0.30
H  -0.31  1.54  1.19  0.27
H  -1.52  0.15  1.00  0.24
H  -1.26  1.45  -0.17  0.30



Here is how they stack up, most stable first: entry A, entry B.



Entry A
Formula: C4H9S
Source: OMol25
Level of theory: the ωB97M-V functional and the def2-TZVPD basis

Output
Spin multiplicity: 1
Net charge: -1
E_HOMO: -2.04 eV
HOMO-LUMO gap: 5.513 eV

Last column: Mulliken charge in e.
CARTESIAN COORDINATES (ANGSTROEM)
C  -0.71  2.28  0.18  -0.66
S  -0.34  3.56  1.48  -0.76
H  0.34  1.89  -0.12  0.06
H  -1.21  2.93  -0.57  0.25
H  -1.54  1.51  0.39  0.18
C  0.69  -1.41  -1.32  -0.90
C  0.20  -1.77  0.09  -0.02
C  0.03  -0.97  1.20  -0.55
H  0.13  -0.65  -1.81  0.32
H  0.61  -2.24  -1.99  0.33
H  1.77  -1.15  -1.19  0.20
H  -0.21  -2.79  0.33  0.27
H  0.29  -1.35  2.21  0.25
H  -0.06  0.17  1.11  0.02



Entry B
Formula: C4H9S
Source: OMol25
Level of theory: the ωB97M-V functional and the def2-TZVPD basis

Output
Spin multiplicity: 1
Net charge: -1
E_HOMO: -2.71 eV
HOMO-LUMO gap: 6.811 eV

Last column: Mulliken charge in e.
CARTESIAN COORDINATES (ANGSTROEM)
S  -0.44  -0.16  2.63  -0.80
H  -0.47  -0.01  4.01  -0.05
C  1.15  0.78  -0.19  -0.92
C  0.14  -0.13  -0.72  0.76
C  0.45  -1.39  -1.21  -0.93
C  -1.30  0.27  -0.44  -0.78
H  1.16  1.74  -0.72  0.26
H  2.17  0.35  -0.31  0.28
H  0.98  0.97  0.91  0.14
H  -0.37  -1.92  -1.73  0.24
H  1.50  -1.74  -1.23  0.24
H  -2.09  -0.34  -0.96  0.29
H  -1.48  1.30  -0.72  0.26
H  -1.40  0.28  0.67  0.02



Entry C
Formula: C4H9S
Source: OMol25
Level of theory: the ωB97M-V functional and the def2-TZVPD basis

Output
Spin multiplicity: 1
Net charge: -1
E_HOMO: -2.23 eV
HOMO-LUMO gap: 6.396 eV

Last column: Mulliken charge in e.
CARTESIAN COORDINATES (ANGSTROEM)
C  0.96  1.47  -1.01  -0.56
C  2.17  0.69  -0.59  0.04
C  2.12  -0.58  -0.22  -0.65
H  0.81  1.49  -2.09  0.19
H  0.04  1.01  -0.60  -0.09
H  1.00  2.50  -0.66  0.25
H  3.14  1.20  -0.64  0.28
H  3.05  -1.12  -0.04  0.23
H  1.18  -1.09  0.00  0.13
C  -3.00  -1.18  1.28  -0.77
S  -1.57  -0.53  0.29  -0.63
H  -3.22  -0.52  2.13  0.19
H  -3.81  -1.13  0.55  0.17
H  -2.89  -2.21  1.61  0.20



Entry D
Formula: C4H9S
Source: OMol25
Level of theory: the ωB97M-V functional and the def2-TZVPD basis

Output
Spin multiplicity: 1
Net charge: -1
E_HOMO: -2.54 eV
HOMO-LUMO gap: 6.543 eV

Last column: Mulliken charge in e.
CARTESIAN COORDINATES (ANGSTROEM)
S  -0.90  1.11  2.72  -0.83
H  -0.92  2.03  3.70  -0.07
C  0.18  -0.51  0.04  -0.16
C  0.16  -0.07  -1.20  -0.01
C  0.96  1.11  -1.66  -1.07
C  -0.67  -1.62  0.58  -1.13
H  0.80  -0.02  0.79  0.30
H  -0.51  -0.59  -1.88  0.28
H  1.80  0.81  -2.29  0.26
H  0.35  1.80  -2.25  0.29
H  1.35  1.63  -0.78  0.31
H  -1.08  -2.24  -0.22  0.33
H  -1.44  -1.19  1.22  0.23
H  -0.09  -2.26  1.25  0.28



Here is how they stack up, most stable first: entry D, entry B, entry C, entry A.



Entry A
Formula: C6H9N3O2
Source: OMol25
Level of theory: the ωB97M-V functional and the def2-TZVPD basis

Output
SMILES string: N[C@@H](Cc1c[nH]cn1)C(=O)O
Spin multiplicity: 1
Net charge: 0
E_HOMO: -8.87 eV
HOMO-LUMO gap: 9.596 eV

Last column: Mulliken charge in e.
CARTESIAN COORDINATES (ANGSTROEM)
C  1.44  0.56  0.64  0.24
C  1.93  -0.59  -0.26  0.40
C  0.18  0.15  1.53  -0.76
C  -0.99  0.00  0.64  0.53
C  -1.71  -1.11  0.37  -0.67
C  -2.52  0.57  -0.69  -0.29
H  0.28  2.02  -0.48  0.30
H  1.60  2.62  0.32  0.22
H  2.18  0.68  1.45  0.38
H  0.12  0.79  2.37  0.44
H  0.49  -0.85  1.85  0.28
H  -1.67  -2.10  0.74  0.44
H  -3.03  1.06  -1.50  0.41
H  -3.44  -1.27  -0.83  0.13
H  1.72  0.53  -1.58  0.38
N  1.28  1.80  -0.09  -0.75
N  -1.48  1.10  -0.12  -0.57
N  -2.73  -0.72  -0.46  -0.02
O  1.85  -1.75  0.10  -0.60
O  2.19  -0.28  -1.47  -0.48



Entry B
Formula: C6H9N3O2
Source: OMol25
Level of theory: the ωB97M-V functional and the def2-TZVPD basis

Output
SMILES string: CCc1c(N)nc(=O)[nH]c1O
Spin multiplicity: 1
Net charge: 0
E_HOMO: -8.47 eV
HOMO-LUMO gap: 8.834 eV

Last column: Mulliken charge in e.
CARTESIAN COORDINATES (ANGSTROEM)
C  -2.06  0.92  2.11  -1.07
C  -1.91  -0.40  1.19  -0.95
C  -0.63  -0.22  0.46  0.59
C  0.54  -0.89  0.67  0.25
C  1.63  0.08  -1.29  0.18
C  -0.59  0.58  -0.82  0.64
H  -2.04  1.82  1.46  0.29
H  -2.93  0.95  2.68  0.41
H  -1.10  1.05  2.63  0.32
H  -1.99  -1.36  1.83  0.32
H  -2.73  -0.42  0.48  0.30
H  0.00  -2.04  2.12  0.32
H  2.61  -1.05  0.10  0.29
H  -2.46  1.63  -0.62  0.22
H  -1.42  2.04  -2.04  0.29
N  1.64  -0.63  -0.02  -0.17
N  0.47  0.66  -1.56  -0.63
N  -1.65  1.42  -1.25  -0.43
O  0.75  -1.75  1.65  -0.55
O  2.62  0.10  -1.99  -0.63



Here is how they stack up, most stable first: entry B, entry A.



Entry A
Formula: C4H30O11
Source: OMol25
Level of theory: the ωB97M-V functional and the def2-TZVPD basis

Output
SMILES string: C/C=C/C.O.O.O.O.O.O.O.O.O.O.O
Spin multiplicity: 1
Net charge: 0
E_HOMO: -9.31 eV
HOMO-LUMO gap: 9.428 eV

Last column: Mulliken charge in e.
CARTESIAN COORDINATES (ANGSTROEM)
C  -0.89  -1.53  -0.25  -0.84
C  0.54  -1.84  -0.68  0.29
C  0.82  -1.69  -1.97  -0.24
C  2.10  -2.19  -2.62  -1.45
H  -1.49  -2.41  -0.44  0.36
H  -0.95  -1.27  0.79  0.06
H  -1.24  -0.65  -0.77  0.02
H  1.24  -2.31  0.02  0.48
H  0.05  -1.42  -2.69  0.27
H  1.87  -3.03  -3.28  0.34
H  2.55  -1.40  -3.24  0.31
H  2.87  -2.49  -1.94  0.38
H  -4.23  0.80  -0.94  0.26
H  -3.40  2.13  -1.14  0.34
O  -3.48  1.21  -1.38  -0.66
H  2.62  -0.36  1.13  0.39
H  3.31  -0.99  2.40  0.30
O  2.47  -0.88  1.94  -0.61
H  0.70  -4.34  0.57  0.36
H  1.15  -4.18  2.11  0.30
O  0.66  -4.69  1.47  -0.63
H  -2.40  -0.57  -3.29  0.28
H  -2.94  0.76  -3.05  0.39
O  -2.36  0.31  -3.67  -0.63
H  0.59  3.38  -1.04  0.34
H  1.00  2.68  0.27  0.29
O  1.32  3.23  -0.45  -0.65
H  -1.01  1.63  -2.06  0.31
H  -0.85  2.60  -3.24  0.27
O  -0.72  2.51  -2.31  -0.61
H  -0.24  -1.50  2.99  0.30
H  -0.19  -1.91  4.43  0.32
O  -0.68  -1.33  3.84  -0.62
H  1.62  0.54  3.59  0.32
H  0.37  0.91  4.38  0.30
O  0.93  1.22  3.66  -0.69
H  0.01  1.92  2.39  0.41
H  -1.42  2.42  2.46  0.29
O  -0.66  2.43  1.87  -0.67
H  3.58  1.04  -0.43  0.25
H  2.05  1.29  -0.74  0.32
O  2.69  0.80  -0.20  -0.62
H  -2.30  2.38  0.69  0.38
H  -2.64  3.79  0.26  0.33
O  -3.05  2.98  0.59  -0.68



Entry B
Formula: C4H30O11
Source: OMol25
Level of theory: the ωB97M-V functional and the def2-TZVPD basis

Output
SMILES string: CCO.CCO.O.O.O.O.O.O.O.O.O
Spin multiplicity: 1
Net charge: 0
E_HOMO: -9.48 eV
HOMO-LUMO gap: 8.858 eV

Last column: Mulliken charge in e.
CARTESIAN COORDINATES (ANGSTROEM)
C  3.28  0.09  -2.27  -1.34
C  1.86  0.06  -1.73  0.42
O  1.81  0.68  -0.45  -0.57
H  3.41  -0.45  -3.20  0.40
H  3.95  -0.31  -1.50  0.29
H  3.54  1.11  -2.55  0.31
H  1.49  -0.95  -1.62  -0.16
H  1.13  0.50  -2.41  0.25
H  0.91  0.51  -0.16  0.28
C  -0.12  3.25  -2.46  -1.28
C  -1.25  2.26  -2.03  0.34
O  -1.65  1.34  -3.06  -0.62
H  0.72  2.88  -3.04  0.29
H  0.29  3.76  -1.59  0.36
H  -0.47  4.15  -2.98  0.38
H  -2.10  2.79  -1.60  0.41
H  -0.92  1.74  -1.13  -0.25
H  -2.29  0.70  -2.72  0.46
O  1.84  1.98  3.75  -0.65
H  2.23  2.31  2.94  0.31
H  1.51  1.11  3.52  0.39
O  2.57  -2.04  0.98  -0.66
H  2.39  -1.17  0.62  0.42
H  2.55  -2.62  0.22  0.29
O  -1.10  -2.58  -0.50  -0.63
H  -1.57  -3.33  -0.87  0.28
H  -0.28  -2.55  -1.00  0.27
O  -3.33  -0.40  -2.04  -0.63
H  -4.28  -0.33  -2.07  0.30
H  -3.14  -0.67  -1.14  0.29
O  -2.05  2.41  1.47  -0.60
H  -1.52  1.67  1.18  0.26
H  -2.95  2.07  1.50  0.29
O  -0.40  -3.26  2.07  -0.62
H  0.37  -3.80  1.90  0.24
H  -0.85  -3.22  1.23  0.36
O  -2.81  -1.82  3.04  -0.61
H  -2.47  -1.13  3.62  0.31
H  -2.07  -2.42  2.92  0.35
O  -0.74  -0.10  1.08  -0.05
H  -0.05  -0.35  1.70  0.25
H  -1.06  -0.93  0.73  0.08
O  1.20  -0.59  3.17  -0.76
H  1.86  -1.22  2.86  0.29
H  0.55  -1.13  3.63  0.27



Here is how they stack up, most stable first: entry A, entry B.



Entry A
Formula: C6H12
Source: OMol25
Level of theory: the ωB97M-V functional and the def2-TZVPD basis

Output
SMILES string: C[C@H]1[C@@H](C)[C@H]1C
Spin multiplicity: 1
Net charge: 0
E_HOMO: -9.61 eV
HOMO-LUMO gap: 10.753 eV

Last column: Mulliken charge in e.
CARTESIAN COORDINATES (ANGSTROEM)
C  1.07  1.49  -0.21  -1.29
C  -0.21  0.90  -0.78  0.04
C  -0.47  -0.58  -0.92  0.13
C  0.62  -1.60  -0.71  -1.53
C  -1.11  0.18  0.21  0.06
C  -0.73  -0.12  1.64  -1.62
H  1.98  0.96  -0.49  0.27
H  1.00  1.48  0.88  0.27
H  1.18  2.54  -0.51  0.35
H  -0.70  1.52  -1.53  0.40
H  -1.17  -0.85  -1.71  0.38
H  0.21  -2.55  -0.36  0.35
H  1.37  -1.27  0.01  0.33
H  1.14  -1.78  -1.66  0.36
H  -2.17  0.41  0.12  0.37
H  0.29  -0.49  1.79  0.36
H  -1.40  -0.94  1.90  0.40
H  -0.90  0.71  2.34  0.38



Entry B
Formula: C6H12
Source: OMol25
Level of theory: the ωB97M-V functional and the def2-TZVPD basis

Output
SMILES string: C=CCC.C=C
Spin multiplicity: 1
Net charge: 0
E_HOMO: -9.31 eV
HOMO-LUMO gap: 10.544 eV

Last column: Mulliken charge in e.
CARTESIAN COORDINATES (ANGSTROEM)
C  1.53  -0.55  -1.34  -1.21
C  0.17  -1.05  -0.85  -0.20
C  -0.89  0.03  -0.82  -0.17
C  -2.20  -0.19  -0.79  -0.76
C  -0.36  0.94  2.11  -0.51
C  0.93  1.03  1.82  -0.53
H  1.44  -0.01  -2.29  0.35
H  1.98  0.13  -0.61  0.25
H  2.22  -1.39  -1.49  0.35
H  -0.17  -1.89  -1.46  0.37
H  0.28  -1.44  0.17  0.18
H  -0.53  1.05  -0.76  0.34
H  -2.92  0.62  -0.69  0.27
H  -2.61  -1.20  -0.83  0.25
H  -0.84  -0.01  2.35  0.23
H  -1.02  1.81  2.08  0.26
H  1.57  0.15  1.82  0.29
H  1.40  1.97  1.56  0.24



Entry C
Formula: C6H12
Source: OMol25
Level of theory: the ωB97M-V functional and the def2-TZVPD basis

Output
Spin multiplicity: 1
Net charge: 0
E_HOMO: -8.09 eV
HOMO-LUMO gap: 8.485 eV

Last column: Mulliken charge in e.
CARTESIAN COORDINATES (ANGSTROEM)
C  1.80  0.25  -0.71  -1.49
C  0.49  -0.44  -0.31  0.79
C  0.09  -0.09  1.16  -0.66
C  -0.69  0.02  -1.10  -0.49
C  -0.25  1.37  1.44  -1.10
C  -1.71  -1.04  -1.23  -0.98
H  1.69  1.33  -0.70  0.32
H  2.61  -0.04  -0.04  0.35
H  2.09  -0.04  -1.73  0.42
H  0.62  -1.53  -0.33  0.22
H  0.94  -0.40  1.78  0.35
H  -0.76  -0.73  1.45  0.30
H  -1.11  1.71  0.85  0.32
H  0.58  2.03  1.20  0.29
H  -0.49  1.50  2.50  0.37
H  -1.64  -1.92  -0.56  0.32
H  -1.49  -1.39  -2.26  0.35
H  -2.73  -0.65  -1.27  0.32



Here is how they stack up, most stable first: entry A, entry B, entry C.